1.
Below is a molecular structure, C6H16N2O, with properties calculated with ωB97M-V with the def2-TZVPD basis set.

```
25
Properties=species:S:1:pos:R:3:forces:R:3:nbo_charge:R:1
C 0.964 -0.851 1.033 -0.1 -0.1 -0.4 0.368
C -1.157 -0.986 0.004 0.0 0.0 0.0 0.024
C 0.273 1.381 -0.337 0.0 -0.3 0.2 -0.484
C -1.929 -1.783 -1.025 0.0 -0.1 0.1 -0.634
C 1.209 1.075 -1.494 0.0 0.1 0.0 -0.628
C 0.927 2.187 0.777 0.0 0.0 -0.1 -0.613
N 0.133 -1.557 0.286 0.2 0.3 0.1 -0.520
N -1.866 -0.688 1.226 0.1 -0.1 -0.1 -0.857
O 2.285 -1.138 0.939 -0.3 0.1 0.0 -0.677
H 2.775 -0.598 1.567 0.0 0.0 0.0 0.497
H 0.572 -2.074 -0.467 0.0 0.0 0.0 0.404
H 0.581 -0.295 1.874 0.0 0.1 0.0 0.204
H -0.614 0.224 -0.250 0.1 0.0 0.0 0.256
H -0.575 1.969 -0.715 0.0 0.0 0.0 0.183
H -2.599 -1.355 1.444 0.0 0.0 0.0 0.356
H -2.253 0.247 1.220 0.0 0.0 0.0 0.370
H -1.309 -2.057 -1.883 0.0 0.0 0.0 0.206
H -2.751 -1.173 -1.404 0.0 0.0 0.0 0.221
H -2.367 -2.704 -0.613 0.0 0.1 0.0 0.191
H 2.099 0.533 -1.157 0.0 0.0 0.0 0.191
H 0.716 0.450 -2.248 0.0 0.0 0.0 0.195
H 1.561 1.978 -2.013 0.0 -0.1 0.0 0.192
H 1.172 3.216 0.470 0.0 -0.1 0.0 0.187
H 0.282 2.265 1.659 0.0 0.0 0.0 0.198
H 1.871 1.734 1.105 0.0 0.0 0.0 0.169
```
Forces are in eV/Å.

Calculated values
**Energy relative to the best compared isomer or geometry (same formula, charge and spin)**: 102.4 kcal per mole
**Orbital gap**: 0.253 Eh
**Total charge**: 0
**LUMO**: 0.70 eV
**2S+1**: 1
**HOMO**: -6.187 eV
**Electronic energy**: -422.8236 hartree

---

2.
Below is a molecular structure, C14H18BrCl33FNO2S2 in a non-equilibrium geometry, with properties calculated with ωB97M-V with the def2-TZVPD basis set.

```
72
Properties=species:S:1:pos:R:3:forces:R:3:mulliken_charge:R:1
O -2.912 1.583 3.794 -0.5 -0.1 1.9 -0.567
S -1.722 1.092 3.234 -1.9 0.1 -1.7 1.007
O -1.536 1.562 1.901 1.5 -0.3 -0.2 -0.382
F -0.513 1.485 4.119 0.2 -0.3 -0.1 -0.181
N -1.655 -0.613 3.309 0.5 1.4 0.3 -0.194
S -3.204 -1.266 2.962 -0.4 -0.4 -0.2 -0.094
C -0.623 -1.024 2.322 0.1 -1.0 0.2 -0.347
C 0.040 -2.382 2.630 0.8 0.9 -0.4 -0.591
C 1.382 -2.133 3.359 -1.1 -0.1 -0.3 -0.943
Br 2.775 -1.428 2.169 -0.5 -0.4 0.0 -0.097
H -3.660 -1.552 4.203 0.4 0.2 -0.1 0.156
H -1.059 -1.015 1.324 0.1 0.1 -0.1 0.114
H 0.158 -0.269 2.378 0.0 0.1 -0.3 0.544
H 0.260 -2.844 1.668 -0.1 -0.3 0.1 0.375
H -0.588 -3.059 3.207 -0.1 0.1 0.1 0.357
H 1.697 -3.063 3.817 0.5 0.2 0.1 0.467
H 1.211 -1.342 4.082 0.3 -0.2 0.3 0.401
C -3.541 0.819 -1.192 0.2 0.1 -0.1 0.635
Cl -2.794 -0.476 -2.132 -0.2 0.0 0.0 -0.093
Cl -3.611 2.310 -2.138 0.2 -0.3 0.1 -0.025
Cl -5.154 0.345 -0.648 0.0 0.0 0.0 -0.093
H -2.927 1.002 -0.316 0.0 0.0 0.0 -0.395
C 6.539 -0.787 3.147 -0.2 -0.1 -0.2 -0.233
Cl 6.218 0.297 1.792 0.0 -0.1 0.0 -0.035
Cl 5.272 -0.641 4.368 0.3 0.0 0.2 -0.088
Cl 6.685 -2.459 2.591 0.0 0.0 0.0 -0.121
H 7.477 -0.500 3.597 0.0 0.0 0.0 0.459
C -2.008 6.048 -2.492 0.0 0.1 0.0 0.267
Cl -3.047 5.721 -3.880 0.0 0.0 0.0 -0.135
Cl -0.312 5.765 -2.902 -0.1 0.3 -0.2 -0.108
Cl -2.243 7.694 -1.907 0.0 -0.1 0.0 -0.128
H -2.280 5.363 -1.698 0.0 0.0 0.0 0.082
C -2.672 -4.734 -2.454 0.1 0.0 0.0 -0.127
Cl -2.357 -3.996 -4.026 0.0 0.0 0.0 -0.119
Cl -1.997 -6.360 -2.376 -0.2 -0.1 -0.1 -0.082
Cl -2.011 -3.732 -1.160 0.0 0.0 0.1 -0.002
H -3.743 -4.803 -2.321 0.0 0.0 0.0 0.332
C 2.115 -6.972 -0.988 -0.1 0.1 0.0 0.020
Cl 2.786 -6.678 0.618 0.1 0.0 0.0 -0.127
Cl 1.117 -8.429 -0.988 0.0 0.0 0.0 -0.135
Cl 1.185 -5.583 -1.540 0.2 0.0 0.0 -0.049
H 2.937 -7.125 -1.675 0.0 0.0 0.0 0.292
C -7.371 3.399 -2.110 0.2 0.1 -0.3 -0.007
Cl -7.327 1.933 -3.086 0.0 0.0 0.0 -0.076
Cl -5.938 4.385 -2.408 -0.4 0.4 -0.1 -0.079
Cl -8.849 4.318 -2.438 0.1 0.1 0.0 -0.149
H -7.370 3.117 -1.066 0.0 0.0 0.0 0.312
C 1.343 3.442 -5.683 0.0 -0.1 0.0 0.295
Cl 1.427 1.721 -5.312 -0.1 0.1 -0.3 -0.096
Cl 2.724 4.297 -4.990 0.0 0.0 0.0 -0.122
Cl 1.254 3.708 -7.426 0.0 0.0 0.0 -0.139
H 0.442 3.840 -5.234 0.0 0.0 0.0 0.068
C -9.587 0.607 0.654 0.0 0.0 -0.1 0.042
Cl -8.852 -0.743 -0.212 0.0 0.0 0.0 -0.119
Cl -9.510 2.081 -0.315 -0.3 -0.2 0.3 -0.093
Cl -11.255 0.236 1.094 0.0 0.0 0.0 -0.128
H -9.026 0.770 1.565 0.0 0.0 0.0 0.280
C 8.488 3.091 3.673 0.2 -0.1 0.0 0.039
Cl 9.128 2.505 2.138 0.0 0.0 0.0 -0.114
Cl 7.565 1.826 4.493 0.1 0.4 0.2 -0.089
Cl 9.792 3.677 4.706 0.0 0.0 0.0 -0.124
H 7.819 3.917 3.470 0.0 0.0 0.0 0.295
C 1.308 1.703 -1.134 -0.1 0.0 0.0 -0.182
Cl 0.096 0.433 -0.968 0.2 -0.1 0.0 0.000
Cl 2.538 1.254 -2.310 0.2 -0.1 0.3 -0.129
Cl 0.529 3.214 -1.608 0.2 -0.2 0.1 0.004
H 1.789 1.847 -0.175 0.0 0.0 0.0 0.294
C 7.482 -3.265 -0.912 0.0 0.0 -0.2 0.150
Cl 6.242 -4.511 -0.748 0.0 0.0 0.1 -0.089
Cl 8.719 -3.768 -2.066 0.0 0.0 0.0 -0.138
Cl 6.762 -1.731 -1.400 0.0 0.0 0.0 -0.085
H 7.953 -3.126 0.052 0.0 0.0 0.0 0.163
```
Forces are in eV/Å.

Calculated values
**Orbital gap**: 0.378 Eh
**Total charge**: 0
**LUMO**: 0.04 eV
**2S+1**: 1
**HOMO**: -10.257 eV
**Electronic energy**: -19405.9757 hartree

---

3.
Below is a molecular structure, C3H15O6V in a non-equilibrium geometry, with properties calculated with ωB97M-V with the def2-TZVPD basis set.

```
25
Properties=species:S:1:pos:R:3:forces:R:3:nbo_charge:R:1
V 0.170 -0.308 -0.131 0.8 -1.2 1.6 1.282
C -0.566 -1.587 2.542 0.2 0.0 -0.2 -0.204
O 0.375 -1.685 1.542 -0.6 0.7 -0.9 -0.926
H -0.830 -0.535 2.779 0.0 -0.1 0.3 0.115
H -1.550 -2.063 2.321 0.1 -0.1 -0.1 0.097
H -0.190 -2.086 3.460 -0.2 0.2 0.2 0.109
C -1.953 1.933 1.192 -0.2 -0.1 -0.2 -0.196
O -1.583 0.874 0.416 0.5 -0.2 -0.7 -0.956
H -3.040 1.906 1.420 0.1 0.1 0.1 0.122
H -1.437 1.992 2.173 0.0 0.0 0.0 0.115
H -1.812 2.923 0.689 0.1 0.0 0.2 0.084
C 2.214 -1.065 -2.130 0.0 0.1 0.2 -0.198
O 2.064 -1.220 -0.778 -0.9 0.6 -0.3 -0.917
H 2.958 -1.765 -2.567 0.1 0.1 0.0 0.119
H 1.280 -1.238 -2.724 0.1 0.0 0.0 0.090
H 2.533 -0.028 -2.416 0.1 -0.1 -0.2 0.081
O -1.157 -1.600 -1.564 0.1 0.3 -0.1 -0.908
H -1.272 -1.133 -2.396 0.0 0.1 0.0 0.480
H -1.618 -2.435 -1.652 0.1 -0.1 0.3 0.488
O 0.063 1.315 -1.657 -0.3 0.2 -0.6 -0.936
H 0.612 1.865 -2.218 0.2 -0.1 0.0 0.482
H -0.660 1.857 -1.304 -0.2 -0.3 0.4 0.510
O 1.541 1.150 0.829 0.1 0.3 0.0 -0.909
H 1.384 1.998 1.246 -0.2 0.0 0.1 0.479
H 2.472 0.935 0.930 0.0 -0.4 -0.1 0.497
```
Forces are in eV/Å.

Calculated values
**Orbital gap (alpha / beta)**: 0.180 / 0.219 Eh
**Total charge**: -1
**LUMO (alpha / beta)**: 2.77 / 2.76 eV
**2S+1**: 4
**HOMO (alpha / beta)**: -2.129 / -3.188 eV
**⟨S²⟩**: 3.755
**Electronic energy**: -1518.7324 hartree